Here is a structure of composition C35H38CrN7O2S3SbSi in a non-equilibrium geometry from the OMol25 dataset. Energies are from ωB97M-V/def2-TZVPD.

Geometry as XYZ:
```
88
Properties=species:S:1:pos:R:3:mulliken_charge:R:1
H 3.99 -2.51 2.00 0.54
H -2.56 0.04 3.18 0.25
H -2.46 0.46 1.47 -0.71
C 4.24 0.92 -1.91 -0.33
H -3.64 1.27 2.52 0.75
N -7.58 0.27 1.66 -0.57
H -6.18 -1.34 3.22 0.30
C -4.12 -1.79 0.58 -0.35
H -0.79 -3.18 -4.11 0.60
C 2.35 -3.73 -4.25 -1.19
C 5.53 1.14 2.28 -0.58
H -4.33 -0.89 -1.34 0.54
O -2.56 -3.88 0.77 -0.77
C -1.73 0.71 -1.73 -0.72
C 2.58 -0.93 -3.08 0.68
Sb 2.05 3.47 1.13 0.92
N 0.16 1.87 -0.69 1.34
H 2.90 -2.03 3.31 0.27
H 5.72 -0.97 2.57 0.48
C -0.88 -1.75 1.92 -0.06
C -2.63 0.87 2.46 -0.74
H 1.10 -0.31 4.06 0.52
S -1.07 -3.03 3.11 -0.13
C 1.10 2.82 -0.70 -0.03
C 4.64 2.16 1.98 -0.84
H 2.38 -4.27 -3.30 0.31
C -4.75 -0.96 -0.34 -0.25
C 0.36 3.03 2.41 -0.21
C -4.64 -1.93 1.86 -0.34
H 1.86 -4.36 -4.98 0.32
H 2.20 4.29 -1.80 0.48
N 2.83 0.59 1.88 0.65
S 1.05 -1.04 -0.80 -0.47
H -7.79 0.35 2.63 0.20
C -0.57 1.65 -1.81 0.58
C 3.31 1.82 1.77 0.08
H 4.00 -0.94 -4.69 0.28
H -0.95 -1.57 -3.43 0.12
H 2.34 -1.96 1.64 -0.07
N -1.48 -1.58 0.75 -0.10
N -0.03 -0.80 2.34 2.00
C -6.41 -0.39 1.31 1.06
C -5.89 -0.27 0.02 -0.82
H 5.53 0.70 -3.62 0.40
C -0.02 -2.16 4.19 -0.55
Cr 0.23 0.56 0.82 -0.81
H 0.78 -0.33 -5.74 0.29
C 0.76 3.24 -3.02 -0.74
C 1.42 3.54 -1.85 -0.83
H -2.35 0.96 -0.86 0.09
C -1.02 3.77 4.23 -0.68
H 6.58 1.36 2.44 0.41
H 1.02 3.76 -3.94 0.43
H 0.21 -2.54 5.17 0.50
C 2.35 -0.40 -1.78 0.11
C 3.20 -1.81 2.28 -1.29
O -2.50 -2.53 -1.30 -0.65
H 0.85 4.69 3.67 0.46
H 0.68 -1.95 -6.43 0.34
C 4.61 0.39 -3.13 -1.30
H -0.33 -2.87 -2.44 0.12
C 3.75 -0.53 -3.71 -0.27
H 2.24 -1.16 -6.25 0.31
S -2.60 -2.59 0.13 0.87
H 4.84 1.69 -1.42 0.42
H -2.33 0.78 -2.63 0.59
C 0.13 3.90 3.46 -0.81
H -0.82 2.07 -3.89 0.52
C -1.92 2.79 3.87 -0.79
H -6.39 0.37 -0.70 0.32
Si 1.42 -2.09 -4.05 0.10
C 0.43 -1.03 3.61 -1.66
C -1.64 1.93 2.82 0.58
H -4.15 -2.60 2.56 0.47
N -0.49 2.02 2.11 0.79
C -0.32 -2.46 -3.45 -0.74
C -5.77 -1.23 2.22 -0.77
C 1.27 -1.30 -5.77 -1.14
H -2.85 2.67 4.41 0.53
C -0.25 2.30 -2.99 -0.77
H -7.88 1.03 1.07 0.19
H -1.39 -0.32 -1.60 -0.28
C 3.69 -0.40 2.17 0.71
H -1.21 4.44 5.06 0.42
C 5.06 -0.15 2.36 -0.78
H 3.38 -3.57 -4.58 0.35
N 3.15 0.53 -1.25 0.11
H 4.96 3.19 1.89 0.43
```

Properties
HOMO-LUMO gap (alpha / beta) in eV: 6.62 / 6.59
DFT total energy in a.u.: -4659.1730
Lowest unoccupied orbital energy (alpha / beta) in eV: -0.13 / -0.33
Expectation value of S²: 6.019
Spin multiplicity: 5